95
Properties=species:S:1:pos:R:3:forces:R:3:mulliken_charge:R:1 method="wB97M-V/def2-TZVPD" gap_ev=8.09 total_charge=0 homo_energy_ev=-7.985 e_above_lowest_kcal_mol=10.96
S -34.7358 -30.5984 -45.6744 0.143 1.602 -3.186 0.614
S -41.3849 -28.1475 -40.6507 2.298 0.205 0.309 0.298
S -33.1481 -26.2997 -39.9984 0.496 -1.353 3.811 0.280
S -34.0178 -32.9475 -37.5817 0.957 -0.830 1.207 0.743
S -31.7441 -29.4493 -41.8753 0.158 -1.403 -2.828 0.626
O -35.4485 -34.8338 -42.1275 -0.073 4.652 -3.026 -0.499
O -33.3369 -29.4098 -37.7208 -1.631 3.271 -0.791 -0.489
O -33.8644 -33.4955 -36.1353 -1.005 1.098 -2.469 -0.713
O -35.2848 -30.3715 -47.1103 1.020 -0.929 2.018 -0.722
O -40.3287 -31.2653 -42.2277 0.293 1.939 -1.654 -0.467
O -32.5100 -27.6605 -39.5100 -0.473 2.706 -1.932 -0.617
O -37.4331 -29.0183 -39.9563 1.952 0.483 1.029 -0.489
O -35.0197 -26.8470 -45.4646 1.452 -0.715 -3.808 -0.479
O -32.2852 -30.1988 -43.1405 1.343 1.451 1.982 -0.645
O -40.0313 -28.8419 -40.8113 -1.074 0.892 -0.810 -0.524
C -36.3372 -26.6195 -43.6431 -2.397 6.719 -2.136 -0.660
C -42.1682 -27.8849 -42.2794 -0.312 -1.860 -1.999 -0.908
C -34.1366 -32.2421 -45.4392 5.200 5.194 1.745 -1.085
C -31.9068 -30.6726 -40.5942 0.980 -2.251 -0.426 -0.425
C -37.6258 -33.7275 -41.9163 -2.510 -4.404 -4.571 0.377
C -34.8005 -29.6753 -35.7399 4.030 -4.322 -0.408 -1.353
C -35.7588 -32.7674 -38.0245 2.237 -2.164 2.454 -1.270
C -42.4046 -29.3958 -40.0032 3.216 -4.443 2.900 -0.952
C -35.5759 -30.1371 -40.7358 -4.353 -2.541 0.250 -2.607
C -36.7614 -35.0269 -41.8673 -2.611 0.730 -0.826 -0.558
C -37.1055 -30.0396 -40.8253 -0.428 -0.847 -2.343 0.464
C -33.7610 -34.4136 -38.5933 6.715 5.052 -1.663 -0.960
C -40.1940 -31.0615 -43.7021 1.204 -1.702 1.100 0.215
C -34.7120 -26.6900 -40.6433 -0.498 3.835 3.198 -0.203
C -34.5399 -28.7951 -36.8863 2.617 -2.915 -3.502 0.306
C -36.1249 -30.6331 -44.7137 1.281 6.769 5.107 -0.818
C -35.1990 -26.0023 -44.4187 -0.300 -1.805 1.507 -0.043
C -40.3658 -32.4222 -44.4706 -0.576 1.082 6.863 -1.412
C -32.3604 -25.6194 -41.3806 -2.438 -0.136 -1.811 -1.006
C -29.8593 -29.4188 -41.8267 -2.725 -1.420 3.572 -1.292
H -42.2847 -30.4671 -40.3938 -0.131 1.822 -0.666 0.239
H -37.2313 -35.8315 -42.5158 0.408 0.815 0.786 0.276
H -29.3757 -28.6176 -42.1541 1.456 3.381 -3.278 0.519
H -35.8544 -30.6365 -43.5621 -0.264 -0.237 -2.246 -0.017
H -31.5109 -25.1826 -41.1297 4.107 1.738 2.011 0.576
H -35.1369 -27.3831 -39.9998 -0.972 -1.074 1.675 0.167
H -39.6572 -33.0937 -43.9662 -0.082 -0.072 -1.027 0.179
H -35.2753 -25.7192 -40.5897 0.257 -1.064 -0.484 0.438
H -37.4122 -33.0204 -41.2696 1.722 3.353 3.263 -0.505
H -34.7831 -32.9386 -45.5185 -4.372 -4.984 -1.004 0.437
H -33.9099 -29.6510 -35.0846 -0.093 -0.291 -0.271 0.280
H -37.5388 -29.8854 -42.0185 1.422 0.036 3.040 -0.189
H -38.1663 -28.7018 -40.3889 -3.411 1.983 -0.591 0.416
H -32.5447 -34.5041 -38.6936 -2.988 -0.013 0.495 0.253
H -36.2287 -33.5277 -37.4948 -0.877 -2.291 0.475 0.649
H -32.0503 -26.4470 -41.9522 -0.156 -0.809 -1.720 0.174
H -43.1108 -27.2400 -42.3198 1.590 -0.714 0.408 0.357
H -31.9855 -30.1220 -39.6788 0.070 -0.036 0.792 0.151
H -34.1294 -35.1866 -38.1717 -2.584 -5.360 3.082 0.536
H -34.0749 -34.2806 -39.5702 -0.943 0.443 -1.972 0.147
H -36.3022 -27.3939 -43.0791 1.022 -5.381 3.392 -0.335
H -34.1570 -25.9474 -44.0850 -0.535 0.864 1.780 0.184
H -35.6164 -25.1098 -44.7519 -0.160 2.274 -0.465 0.286
H -43.2800 -28.9538 -40.2273 -3.950 0.658 0.251 0.508
H -36.6358 -29.5437 -44.8224 1.442 -2.144 0.096 0.116
H -36.7851 -35.2283 -40.8564 -0.800 -1.512 2.402 0.409
H -40.3589 -30.3036 -41.9025 0.475 -1.887 0.054 0.140
H -38.6927 -34.1018 -41.5557 1.844 0.920 -1.354 0.281
H -34.6718 -27.1442 -41.5049 0.237 -1.914 -5.075 -0.205
H -36.8971 -31.1989 -44.8562 -4.029 -4.215 -1.400 0.651
H -36.1568 -32.6481 -38.9324 -0.463 0.027 -4.127 0.183
H -30.9433 -31.4334 -40.5812 -2.745 1.827 -0.087 0.380
H -41.3870 -27.6096 -43.0557 -0.773 0.397 1.350 0.347
H -32.8476 -24.7216 -41.8557 -0.462 -1.553 0.176 0.355
H -34.9389 -35.5005 -41.8385 2.601 -3.718 1.559 0.270
H -35.1247 -29.4450 -41.2729 2.034 3.489 -2.342 0.920
H -40.3696 -32.2190 -45.4249 0.926 0.485 -5.276 0.517
H -35.4303 -29.1258 -35.2276 -4.114 1.863 3.037 0.601
H -35.0446 -30.8658 -35.8427 0.281 3.318 -0.207 0.123
H -39.2244 -30.6064 -44.0065 -0.157 -0.381 0.645 -0.031
H -35.3219 -31.0446 -41.1254 1.072 -2.703 -1.370 0.932
H -35.3220 -28.9885 -37.5840 -1.044 0.834 -0.591 -0.076
H -33.6533 -32.2201 -44.4294 -0.530 -0.037 -0.595 0.278
H -41.3690 -32.7455 -44.2479 -0.415 -0.479 0.266 0.423
H -32.9088 -31.1715 -40.8314 1.613 0.453 0.411 -0.076
H -37.7629 -30.8831 -40.5109 1.160 -0.324 -0.301 0.157
H -42.1113 -29.7334 -38.8578 -1.040 2.007 -2.570 0.300
H -35.2656 -30.1758 -39.7629 0.732 0.362 2.748 0.627
H -33.2989 -32.1808 -46.1154 0.185 -0.924 -0.523 0.366
H -36.8012 -25.8175 -43.0360 0.641 -0.109 0.571 0.447
H -34.3703 -27.7511 -36.6573 0.096 0.089 0.144 0.376
H -37.2465 -26.6847 -44.2752 0.909 -0.581 -0.567 0.428
H -42.4268 -28.9266 -42.6753 -0.073 1.184 0.646 0.257
H -33.2097 -28.7225 -38.5561 -0.280 -2.086 2.974 0.266
H -37.5929 -33.2671 -42.9836 -0.516 -0.796 1.786 -0.116
H -29.4497 -30.3598 -42.1087 0.312 -0.649 -0.056 0.361
H -29.6374 -29.0723 -40.7717 -0.560 -1.550 -0.208 0.357
H -40.9001 -30.3238 -43.9268 -1.472 0.894 -0.910 0.408
H -36.1593 -32.0291 -37.4991 -1.071 4.077 2.371 0.477
H -34.3147 -26.3689 -45.9617 -0.736 -1.347 -0.269 0.296

18
Properties=species:S:1:pos:R:3:forces:R:3:mulliken_charge:R:1 method="wB97M-V/def2-TZVPD" gap_ev=9.21 total_charge=0 homo_energy_ev=-8.658 e_above_lowest_kcal_mol=26.10
O -1.4960 1.8924 -1.0264 -0.916 -0.187 -0.075 -0.616
N 0.8998 -1.7326 -1.2186 -0.416 0.147 0.633 -0.390
N 0.8637 0.1641 0.2525 -0.036 -0.577 -0.250 -0.346
N 2.6211 -0.1577 -1.2041 0.902 0.905 -0.018 -0.668
C 1.5255 -0.5768 -0.7524 -0.292 -0.892 -0.091 0.409
C -0.9180 0.5642 1.8598 0.640 -0.280 1.076 -1.239
C -0.2932 -0.4577 0.9036 -0.467 1.541 -0.429 -0.379
H 0.3121 -2.2809 -0.6192 -0.109 0.041 -0.119 0.180
H -0.1130 1.1295 2.3298 0.099 0.193 -0.144 0.352
H 3.0860 -0.8041 -1.8259 -0.246 -0.094 -0.293 0.240
H 1.1435 -2.1166 -2.1071 0.355 -0.111 -0.003 0.183
H -2.2276 1.2506 -0.9747 0.576 0.097 -0.025 0.294
H -1.0534 -0.6608 0.1392 -0.021 -0.768 0.201 0.315
H 0.6157 1.0459 -0.1804 -0.007 0.237 0.349 0.288
H 0.0310 -1.3297 1.4682 -0.093 -0.171 -0.217 0.444
H -1.9860 2.7102 -1.1805 0.337 0.122 -0.017 0.306
H -1.4021 0.0927 2.7170 -0.267 -0.234 -0.236 0.359
H -1.6091 1.2672 1.4190 -0.041 0.028 -0.344 0.267

36
Properties=species:S:1:pos:R:3:forces:R:3:mulliken_charge:R:1 method="wB97M-V/def2-TZVPD" gap_ev=10.17 total_charge=0 homo_energy_ev=-9.295 e_above_lowest_kcal_mol=0.00 smiles="C=C[Si](OCC)(c1ccccc1)c1ccccc1"
Si -0.7148 -0.3892 0.5014 -0.124 0.658 -0.438 0.190
O -1.2306 0.6529 1.7239 -0.222 -0.826 -1.100 -0.595
C -0.3649 1.7998 -3.0440 1.068 0.478 0.634 -0.717
C 3.1327 -1.8075 0.3448 0.005 -0.460 -0.181 -0.632
C -1.5905 -2.0194 0.5581 -0.232 1.302 0.922 -0.503
C -0.1075 1.2421 -1.7949 -0.033 -0.406 -0.626 -0.033
C 2.6046 -1.2352 2.6248 0.333 -0.937 0.317 -0.680
C 3.4342 -1.8486 1.6967 1.156 0.428 -0.052 -0.425
C -1.2064 -3.2057 0.1530 -0.272 0.243 -0.099 -0.700
C -0.4959 1.8131 2.0583 0.306 0.986 0.678 -0.186
C 1.0439 -0.7813 0.8872 -0.676 0.472 -0.701 0.541
C 1.3826 -0.7526 2.2205 0.061 -0.175 0.955 -0.498
C -2.1588 0.0511 -1.9390 -1.217 -0.212 0.792 -0.319
C -1.0180 0.3678 -1.2076 0.430 -0.244 0.275 0.505
C -2.4382 0.6452 -3.1507 -0.515 0.123 -0.685 -0.593
C 1.9184 -1.2857 -0.0608 0.133 0.010 -0.128 -0.028
C -0.6050 2.9979 1.0517 -0.488 -0.225 0.443 -1.014
C -1.5355 1.5287 -3.6989 0.409 -0.002 -1.065 -0.403
H -0.8495 2.0826 3.0783 0.155 0.163 -0.679 0.329
H -0.3201 -3.3107 -0.4044 1.088 -0.355 -0.617 0.273
H -3.3468 0.4613 -3.7248 0.120 -0.297 0.394 0.366
H 3.8096 -2.2432 -0.3844 -0.029 0.053 0.118 0.379
H -0.0866 3.9182 1.4008 -0.286 -0.722 0.059 0.398
H -1.6668 3.2540 0.8542 0.572 -0.169 0.128 0.266
H 0.6677 -0.4500 2.9916 0.209 0.121 -0.395 0.465
H 1.6245 -1.3067 -1.1069 0.112 0.055 0.035 0.428
H -1.6145 1.8995 -4.7231 -0.481 0.064 0.372 0.330
H 0.5653 1.5481 2.1712 -0.160 0.211 -0.076 0.255
H -2.4641 -1.9352 1.1594 -1.079 -0.314 0.387 0.416
H 0.8623 1.3751 -1.3484 0.208 0.333 0.266 0.407
H -2.9213 -0.6124 -1.5018 0.489 0.159 -0.240 0.295
H 4.4009 -2.2756 1.9931 -0.495 0.142 0.048 0.331
H 2.8590 -1.2760 3.6766 0.049 0.119 0.001 0.357
H -1.7985 -4.0696 0.3315 -0.339 -0.711 0.113 0.295
H 0.3770 2.4611 -3.4946 -0.167 -0.208 0.063 0.351
H -0.1485 2.7062 0.1068 -0.086 0.141 0.078 0.149

34
Properties=species:S:1:pos:R:3:forces:R:3:mulliken_charge:R:1 method="wB97M-V/def2-TZVPD" gap_ev=7.59 total_charge=+1 homo_energy_ev=-12.222 e_above_lowest_kcal_mol=110.58
O -1.0874 -2.3242 -2.9432 -1.505 1.570 0.080 -0.377
O -2.0627 -0.6679 -4.3314 0.655 -3.614 3.036 -0.506
N -1.5852 -0.2961 2.4664 1.512 0.538 4.074 -0.464
N 2.6882 2.6465 1.2951 -1.557 -2.872 1.002 -0.040
C -0.6031 -1.6291 -1.7724 1.426 0.646 1.316 -0.455
C 1.8947 0.3747 1.3840 -1.765 0.559 1.684 -0.315
C 1.3314 0.1353 -1.2172 -0.141 -0.071 -0.389 -0.902
C 1.7453 2.4268 0.1304 1.650 0.394 -3.832 -0.899
C 1.0842 0.9682 0.1283 1.169 1.321 0.579 0.364
C -3.6873 -2.1756 -3.3159 1.334 -1.023 -0.979 -0.812
C -1.2327 -0.1716 3.5935 -1.036 -0.354 -2.984 0.483
C -0.8017 -0.0175 5.0202 -0.248 -0.120 -0.842 -0.854
C 2.7994 1.5280 2.0011 -0.350 0.168 -1.440 -0.087
C -0.0204 -0.1615 -2.0571 0.362 -0.249 -0.519 -0.645
C -2.1774 -1.6496 -3.5562 -1.684 2.706 -2.101 0.622
H -0.3023 0.9432 5.1551 -0.096 -0.060 -0.048 0.278
H 0.2757 -2.2584 -1.3692 -1.486 0.746 -0.849 0.323
H 2.3188 -0.6770 1.2667 -0.048 1.712 0.144 0.467
H 2.5048 2.3418 -0.7405 -1.092 0.439 1.112 0.335
H 1.8807 -0.8327 -0.9128 -1.040 1.319 -0.625 0.342
H 1.0682 0.2591 2.1864 1.320 -0.085 -0.816 -0.230
H -3.6245 -3.3230 -3.3828 -0.316 1.679 0.527 0.293
H -0.0221 1.1573 0.3099 1.392 -0.924 0.122 0.458
H -4.1325 -1.8150 -2.3353 0.673 -0.530 -1.275 0.248
H -1.6715 -0.0623 5.6770 0.051 0.001 -0.121 0.337
H 3.4409 1.4008 2.9401 -0.874 0.456 -1.593 0.407
H 2.0423 0.6543 -1.9601 -0.945 -0.460 1.423 0.384
H -0.8137 0.6526 -1.8633 1.273 -1.245 -0.308 0.367
H -4.2857 -1.8364 -4.2356 0.907 -0.242 1.676 0.286
H -0.1114 -0.8191 5.2876 -0.101 0.030 -0.073 0.286
H -1.3499 -1.5511 -0.9148 0.523 -0.373 -1.282 0.277
H 1.1294 3.3353 -0.1958 0.642 -1.286 1.279 0.393
H 3.1201 3.5706 1.4372 -0.119 -0.784 0.296 0.273
H 0.2477 -0.1263 -3.1752 -0.485 0.009 1.725 0.365